Entry 1:
ORCA calculation (wB97M-V/def2-TZVPD) on 11 unconnected molecules or ions with the total composition H22O11 at a distorted geometry.

Results
SMILES: O.O.O.O.O.O.O.O.O.O.O
calculated total energy: -840.732607 hartree
HOMO: -9.08 eV

```
! wB97M-V def2-TZVPD RIJCOSX def2/J DEFGRID3
* xyz 0 1
O 0.72064 -0.07128 0.12775
H -0.00044 -0.30218 0.72417
H 0.59945 0.87133 -0.03282
O -1.52241 -1.25253 -2.10027
H -1.20178 -1.17918 -1.19429
H -2.43420 -0.94380 -2.05206
O -1.42421 0.99836 -3.20889
H -1.91001 1.82024 -3.34120
H -1.64531 0.73773 -2.30768
O -0.43797 -3.70097 -0.73331
H 0.23954 -4.24587 -1.14931
H -0.91011 -4.31286 -0.15740
O 2.24512 2.62421 0.52826
H 2.99609 2.28561 1.02865
H 1.50391 2.55209 1.14014
O 2.43025 4.43689 2.89620
H 2.58578 4.16942 3.80903
H 1.50673 4.20992 2.73943
O 0.56399 1.90006 -3.23463
H 0.44664 2.53221 -3.95269
H 1.08474 2.38100 -2.58155
O 1.31766 -3.59012 1.29793
H 0.86392 -3.59156 0.44757
H 1.49203 -2.65776 1.46911
O 3.42918 -1.93897 1.06563
H 3.94327 -1.33104 0.52238
H 4.03364 -2.67028 1.23533
O -3.72226 0.92797 -0.42392
H -3.12712 0.17514 -0.33421
H -3.79945 1.27400 0.47234
O -3.66171 -0.61324 2.33650
H -3.19400 -0.40062 3.15199
H -3.01161 -1.09391 1.81180
*
```

Mulliken population analysis, charges in e, atoms 1 to 6: O -0.59; H 0.29; H 0.29; O -0.64; H 0.28; H 0.32



Entry 2:
ORCA calculation (wB97M-V/def2-TZVPD) on 11 unconnected molecules or ions with the total composition H22O11.

Results
SMILES: O.O.O.O.O.O.O.O.O.O.O
calculated total energy: -840.857611 hartree
HOMO: -10.06 eV

```
! wB97M-V def2-TZVPD RIJCOSX def2/J DEFGRID3
* xyz 0 1
O 30.89779 1.43506 -6.72164
H 31.30859 2.11692 -7.27417
H 31.41326 1.43381 -5.90615
O 29.83856 5.37484 -7.20036
H 30.67721 4.89661 -7.20005
H 29.36500 5.02227 -7.96257
O 30.25034 6.52532 -10.44971
H 29.94951 7.20126 -11.06771
H 30.84288 7.00382 -9.83771
O 30.64800 7.64484 -5.82841
H 30.27409 6.79074 -6.12793
H 29.91219 8.15211 -5.47185
O 33.06407 3.72471 -6.43381
H 33.99150 3.98178 -6.37140
H 32.82897 3.89472 -7.36183
O 28.59799 3.27414 -9.13234
H 28.14240 3.85027 -9.77404
H 27.94548 3.08511 -8.44730
O 29.45792 4.54412 -3.49178
H 29.07481 5.20785 -4.07432
H 28.72589 3.95519 -3.27462
O 31.78292 8.08524 -8.28909
H 32.04846 9.00933 -8.29058
H 31.56453 7.88922 -7.34194
O 31.29985 3.56044 -8.77600
H 31.76951 3.56858 -9.61752
H 30.37027 3.35480 -9.01405
O 31.94266 3.08372 -3.93741
H 31.07622 3.46031 -3.72317
H 32.18828 3.48338 -4.79033
O 27.63422 5.15495 -11.05432
H 28.14283 5.67207 -10.40789
H 26.84664 5.68197 -11.23270
*
```

Mulliken population analysis, charges in e, atoms 1 to 6: O -0.65; H 0.39; H 0.34; O -0.64; H 0.37; H 0.25



Entry 3:
ORCA calculation (wB97M-V/def2-TZVPD) on 11 unconnected molecules or ions with the total composition H22O11.

Results
SMILES: O.O.O.O.O.O.O.O.O.O.O
calculated total energy: -840.796991 hartree
HOMO: -11.02 eV

```
! wB97M-V def2-TZVPD RIJCOSX def2/J DEFGRID3
* xyz 0 1
O -2.99718 -1.82449 -4.27050
H -2.23093 -2.13452 -3.78783
H -3.24184 -2.56084 -4.83100
O 3.12102 -3.79308 0.22205
H 3.89377 -3.23719 0.12170
H 3.47411 -4.66905 0.37774
O -0.86293 3.10519 -2.96191
H -1.71398 3.45020 -2.69188
H -0.50072 2.71156 -2.16812
O -0.40398 1.72256 3.64078
H -0.30173 1.90718 2.70713
H 0.49171 1.65530 3.97160
O -3.05819 4.61698 0.59220
H -3.59022 5.03551 -0.08456
H -3.07302 3.68655 0.36790
O 3.44155 1.20275 3.83690
H 3.51844 0.86230 2.94560
H 3.32620 0.42441 4.38198
O -0.51251 -2.55530 2.55874
H -0.21997 -2.20284 3.39924
H 0.29436 -2.69414 2.06282
O -4.55701 1.31853 -1.41052
H -5.42991 0.97471 -1.22063
H -4.34180 0.96386 -2.27315
O -0.01486 -3.30638 -1.96783
H -0.73292 -3.92322 -1.82592
H 0.61797 -3.51237 -1.27985
O 0.43584 1.02766 -0.22374
H -0.16906 0.29000 -0.30241
H 1.30352 0.62449 -0.19508
O 4.33122 0.11719 0.18309
H 5.19475 -0.17857 0.47132
H 4.50820 0.89506 -0.34590
*
```

Mulliken population analysis, charges in e, atoms 1 to 6: O -0.63; H 0.32; H 0.31; O -0.60; H 0.30; H 0.31



Entry 4:
ORCA calculation (wB97M-V/def2-TZVPD) on a molecular structure, H22O27S4Zn3 at a distorted geometry.

Results
calculated total energy: -8975.703328 hartree
HOMO: -2.48 eV

```
! wB97M-V def2-TZVPD RIJCOSX def2/J DEFGRID3
* xyz -2 1
Zn -2.46967 -1.97147 -0.20897
Zn -1.03588 2.92534 -0.29055
Zn 1.52373 0.09199 2.35620
S 0.27268 -0.27404 -0.62857
O 0.01211 1.18565 -0.57873
O 0.84886 -0.69972 0.66037
O -0.92657 -0.99664 -0.94683
O 1.27554 -0.53198 -1.72208
S -1.55890 1.65719 2.41245
O -1.88756 2.06208 1.05735
O -1.39043 2.91967 3.12069
O -2.65394 0.87533 3.00549
O -0.33299 0.85371 2.51626
S -3.30313 3.55630 -1.40362
O -2.52952 2.33220 -1.58835
O -4.66319 3.39356 -0.85693
O -2.44853 4.25336 -0.45365
O -3.40911 4.36207 -2.57968
S 0.70541 -2.67740 4.17108
O -0.00447 -2.41657 5.39967
O -0.10643 -3.61350 3.41530
O 0.87295 -1.41650 3.43586
O 1.98979 -3.26969 4.51982
O 3.61877 -0.73768 -2.54931
H 2.69577 -0.67830 -2.30278
H 4.01809 -1.26657 -1.85862
O 2.36867 1.59825 1.16668
H 2.38070 2.48561 1.52539
H 2.31066 1.72308 0.21944
O 0.83482 -1.48904 -4.11414
H 0.62579 -0.87230 -3.41258
H 0.42480 -2.31005 -3.84201
O -1.38128 -1.80546 1.54536
H -1.21216 -0.91961 1.86614
H -0.70052 -2.34186 1.95167
O 0.27314 3.62142 -1.83467
H 1.15875 3.27506 -1.72537
H 0.39932 4.47961 -2.23942
O 1.59857 -3.24091 -0.03349
H 1.41490 -2.31909 0.14752
H 1.83572 -3.60991 0.81728
O -1.46115 -3.65389 -0.79172
H -1.24297 -4.46898 -0.33978
H -0.78165 -3.56039 -1.45939
O -1.66824 0.34425 -3.20547
H -2.04127 1.07410 -2.71111
H -1.41281 -0.29223 -2.53773
O 3.21460 -1.08126 1.99277
H 3.53143 -1.71919 2.63221
H 3.93789 -0.98253 1.37364
O 2.30233 2.21474 -1.48123
H 1.81613 1.39043 -1.46271
H 3.01866 2.05708 -2.09625
O -3.41792 -0.19872 0.04996
H -4.31133 0.05959 -0.17658
H -2.92900 0.62386 0.07373
*
```

Mulliken population analysis, charges in e, atoms 1 to 6: Zn 0.34; Zn -0.08; Zn 0.24; S 0.92; O -0.39; O 0.65



Entry 5:
ORCA calculation (wB97M-V/def2-TZVPD) on 11 unconnected molecules or ions with the total composition H23O11 at a distorted geometry.

Results
calculated total energy: -841.154302 hartree
HOMO: -13.19 eV

```
! wB97M-V def2-TZVPD RIJCOSX def2/J DEFGRID3
* xyz 1 1
O -0.81656 2.98676 -2.06260
H -1.71587 3.25508 -2.25556
H -0.38533 2.59237 -2.82001
O -0.75260 -1.45689 1.69643
H -0.79406 -2.17936 1.03422
H -1.17753 -1.99815 2.37763
O 1.13382 -2.01089 -1.48640
H 1.93341 -0.55999 0.11877
H 1.26670 -0.23587 2.44217
O -4.17274 1.31866 1.79432
H -4.40938 0.39835 1.94877
H -0.31130 3.62762 0.00480
O -1.80252 -3.70202 0.60839
H -2.73500 -3.84030 0.74897
H -3.36665 1.41947 2.31238
O 2.00041 2.45937 0.97710
H 2.42387 2.21875 0.09927
H 1.87809 -2.05680 -2.06857
O -0.99291 -4.06655 -2.09260
H 0.76700 -2.90353 -1.42298
O 2.52409 1.47109 -1.57755
H 2.56276 2.38738 -1.90672
H 3.31933 1.15278 -2.03367
O -0.91954 3.64548 0.74505
H -1.07815 -4.02661 -3.04083
H -1.59182 4.30662 0.58748
O 1.25741 0.12729 0.09026
H 1.10056 2.15787 0.69233
H 0.75690 -0.27568 -0.64543
O 1.95327 0.44862 2.45856
H 2.70521 0.23005 3.01102
H 2.05589 1.57582 1.65386
H -1.81413 -3.58178 -0.35573
H -0.80265 -4.88501 -1.63314
*
```

Mulliken population analysis, charges in e, atoms 1 to 6: O -0.57; H 0.28; H 0.29; O -0.59; H 0.37; H 0.28



Entry 6:
ORCA calculation (wB97M-V/def2-TZVPD) on 12 unconnected molecules or ions with the total composition H23O12 at a distorted geometry.

Results
calculated total energy: -916.693719 hartree
HOMO: -5.76 eV

```
! wB97M-V def2-TZVPD RIJCOSX def2/J DEFGRID3
* xyz -1 1
O -2.18406 -1.25047 1.62924
H -1.83326 -1.28155 2.51910
H 0.53749 0.13827 -0.16617
O -0.65030 2.64109 -1.69931
H -0.37230 2.07852 -0.91720
H -1.59192 2.78682 -1.61447
O 1.07122 0.30494 -5.02694
H 1.35216 -0.26935 -4.29948
O 1.00232 -0.71335 -0.27432
H 1.80099 2.71003 -0.71000
H 0.37805 -1.25788 0.22615
O 3.00501 -2.74719 1.43949
H 3.05730 -1.79039 1.32109
H 1.12752 -1.33939 -1.90840
O -1.92244 -0.26304 -3.21729
H -1.65909 0.40498 -2.56925
H 0.15525 0.00386 -5.09229
O 1.67779 2.95273 0.21518
H 0.68378 2.89408 0.26375
H -1.41809 -1.04520 -2.97127
O 0.97315 -2.21828 3.46861
H 0.03744 -2.44894 3.37100
H 0.84438 -1.46011 4.05425
O 0.81801 0.53217 3.08811
H 0.96156 -0.41713 3.15785
H 0.54945 0.91192 2.24251
O -0.73695 1.67171 0.65097
H -3.01005 -0.77451 1.59170
H -0.48625 2.06671 1.49337
O -3.62421 1.23550 0.76261
H -3.11929 0.81458 1.46310
H -3.16474 2.08621 0.81734
O 1.42024 -1.92805 -2.64678
H 2.05732 -2.85567 1.57506
H 2.26252 -2.17359 -2.23733
*
```

Mulliken population analysis, charges in e, atoms 1 to 6: O -0.55; H 0.28; H 0.42; O -0.69; H 0.17; H 0.26



These records have ΔE to the lowest compared entry with this formula, charge and spin values of 387.33; 59.13; 218.29; 244.48; 335.73; 337.86 kJ/mol, in the order they appear.